Density functional theory data (wB97M-V/def2-TZVPD) for a 2-piece molecular cluster, C47H61N2O2 overall in a non-equilibrium geometry.

Geometry as ORCA input:
```
! RIJCOSX wB97M-V def2-TZVPD def2/J DEFGRID3
* xyz 1 1
C 2.12883 4.78837 1.71793
O 1.33496 3.75421 2.36222
C 1.29789 2.50967 1.81648
C 0.44147 1.55694 2.42321
C 0.29651 0.30625 1.88291
C 1.01202 -0.08325 0.72742
C 0.79055 -1.43682 0.32661
O 1.75769 -2.32510 0.27715
C 3.12803 -1.92262 0.56010
C 1.92454 0.85140 0.15548
C 2.07353 2.10937 0.69928
H 1.90559 5.68347 2.30280
H 3.20308 4.54913 1.77153
H 1.82150 4.93980 0.66794
H -0.09638 1.83978 3.32097
H -0.33686 -0.44363 2.35611
H -0.22589 -1.83318 0.31970
H 3.42175 -1.05892 -0.05411
H 3.22603 -1.68122 1.63437
H 3.71788 -2.80376 0.30321
H 2.53666 0.58327 -0.70394
H 2.79078 2.81896 0.27574
C -2.45871 -7.15394 1.00031
C -1.84055 -6.09798 1.90389
C -2.69618 -4.83234 1.89679
C -1.85616 -6.68962 3.32736
C -0.40077 -5.67760 1.51102
C 0.29642 -4.98537 2.50454
C 1.64641 -4.71412 2.35763
C 2.33578 -5.29689 1.29900
C 1.67677 -5.95230 0.24914
C 2.60058 -6.79891 -0.68967
C 2.13492 -7.03622 -2.11781
C 2.78931 -8.16536 -0.02332
C 3.97523 -6.13351 -0.85222
C 0.24259 -5.90593 0.26959
N -0.55708 -6.02512 -0.92390
C -1.28428 -5.02521 -1.57503
C -1.25292 -3.68900 -1.19468
C -2.28691 -2.76233 -1.62200
C -3.61761 -3.23693 -1.72749
C -4.63269 -2.46758 -2.28081
C -4.37812 -1.12845 -2.62082
C -3.09291 -0.60244 -2.43807
C -2.04941 -1.40687 -1.96628
N -1.76521 -5.60011 -2.75385
C -2.44261 -4.96947 -3.86901
C -1.80835 -3.97370 -4.68092
C -0.27537 -3.83457 -4.92131
C 0.05640 -2.47346 -5.54578
C 0.14629 -4.92491 -5.91445
C 0.56761 -3.95076 -3.66995
C -2.61484 -3.19383 -5.52329
C -3.86536 -3.64775 -5.91474
C -4.34137 -4.82136 -5.35963
C -3.73039 -5.43085 -4.25554
C -4.61552 -6.57307 -3.65078
C -6.11009 -6.19158 -3.73290
C -4.39122 -6.90409 -2.18265
C -4.42640 -7.84451 -4.48837
C -1.39260 -6.94469 -2.75932
C -0.72747 -7.20585 -1.62583
H -1.82550 -8.04649 0.92350
H -3.42118 -7.46617 1.42981
H -2.67577 -6.75585 0.00824
H -2.28625 -4.08854 2.59074
H -2.71128 -4.38151 0.89688
H -3.72249 -5.06818 2.20579
H -1.61991 -5.93913 4.09045
H -2.85768 -7.08736 3.54898
H -1.13766 -7.51589 3.40780
H -0.20342 -4.66522 3.41718
H 2.17654 -4.10273 3.08847
H 3.42664 -5.25389 1.31968
H 1.78945 -6.11016 -2.58678
H 2.99731 -7.38962 -2.70437
H 1.38971 -7.83218 -2.19242
H 3.26037 -8.06423 0.96141
H 1.81901 -8.65744 0.11650
H 3.41737 -8.81168 -0.65013
H 4.56783 -6.14722 0.06674
H 4.56187 -6.68206 -1.60174
H 3.86412 -5.09951 -1.20260
H -0.36547 -3.38093 -0.65401
H -3.82008 -4.23537 -1.34154
H -5.62480 -2.90003 -2.44188
H -5.18156 -0.50789 -3.02477
H -2.89363 0.44943 -2.67304
H -1.03564 -1.01452 -1.85779
H -0.37566 -1.65533 -4.95849
H 1.14349 -2.33016 -5.56659
H -0.29604 -2.41799 -6.58181
H -0.02176 -5.92862 -5.50802
H -0.43946 -4.84079 -6.83767
H 1.20969 -4.82134 -6.16980
H 0.46524 -4.93828 -3.22412
H 1.63012 -3.81199 -3.92322
H 0.29502 -3.18304 -2.93938
H -2.24392 -2.27611 -5.98263
H -4.44682 -3.11029 -6.66343
H -5.24764 -5.24469 -5.79324
H -6.48545 -6.15339 -4.75956
H -6.70526 -6.95637 -3.21444
H -6.28851 -5.22204 -3.25241
H -3.50323 -7.52239 -2.02073
H -4.36405 -5.99880 -1.56414
H -5.24599 -7.50773 -1.83339
H -3.39071 -8.20220 -4.45707
H -5.07277 -8.64533 -4.10083
H -4.68778 -7.66760 -5.53769
H -1.64077 -7.59146 -3.58086
H -0.35344 -8.14339 -1.25683
*
```

## Properties
- gap between HOMO and LUMO (eV) = 3.7
- E_tot (eV) = -56794.443
- strongest force on any atom (eV/Å) = 2.8
- HOMO (eV) = -8.36

These are the Mulliken partial charges, in e, on atoms 1 to 6: -0.803 -0.422 0.747 -0.719 -0.503 -0.446